No. 1
ORCA calculation (ωB97M-V/def2-TZVPD) on a structure of composition C16H22ClNZr in a non-equilibrium geometry.

```
41
Properties=species:S:1:pos:R:3:lowdin_charge:R:1
C 0.239 0.928 -4.634 -0.6994
C 1.632 1.450 -4.988 -0.0897
C -0.003 -0.472 -5.205 -0.0764
C -0.889 1.889 -5.006 -0.0887
Cl 0.230 0.860 -2.640 0.5855
H 0.026 -0.433 -6.311 0.1207
H -0.988 -0.862 -4.911 0.0863
H 0.771 -1.179 -4.874 0.0897
H 1.723 1.630 -6.071 0.1178
H 2.399 0.721 -4.702 0.0880
H 1.833 2.393 -4.467 0.0899
H -0.900 2.080 -6.091 0.1177
H -0.765 2.848 -4.492 0.0898
H -1.863 1.466 -4.729 0.0878
C 1.892 -1.318 1.327 -0.1057
C 0.844 -2.093 0.733 -0.2191
C 0.996 -2.016 -0.699 -0.2524
H 0.193 -2.779 1.275 0.1290
C 2.124 -1.139 -0.961 -0.1562
C 2.684 -0.753 0.294 -0.0628
H 3.599 -0.187 0.438 0.1278
H 2.114 -1.284 2.401 0.1291
H 0.497 -2.639 -1.443 0.1329
H 2.557 -0.948 -1.943 0.1119
C -2.340 0.515 0.747 -0.1587
C -1.992 -0.821 1.119 -0.1888
C -1.931 -1.603 -0.082 -0.1809
H -1.930 -1.193 2.138 0.1341
C -2.221 -0.744 -1.195 -0.1629
C -2.476 0.567 -0.678 -0.1480
H -2.815 1.421 -1.260 0.1318
H -2.563 1.341 1.426 0.1334
H -1.811 -2.682 -0.131 0.1374
H -2.378 -1.075 -2.217 0.1278
Zr -0.118 -0.061 -0.116 1.4887
C 0.279 1.043 4.309 0.0185
C 0.275 1.045 2.870 -0.1105
N 0.262 0.972 1.712 0.0598
H 1.185 0.552 4.677 0.1160
H -0.609 0.489 4.671 0.1255
H 0.236 2.077 4.676 0.1233
```

The LUMO energy comes out at -7.4 eV. The spin multiplicity is 1. The net charge is +2. The gap between HOMO and LUMO is 8.47 eV.

---

No. 2
ORCA calculation (ωB97M-V/def2-TZVPD) on a structure of composition C16H22CuN4O2 in a non-equilibrium geometry.

```
45
Properties=species:S:1:pos:R:3:lowdin_charge:R:1
Cu -0.668 1.123 0.074 0.3410
O -2.348 0.209 1.395 -0.4555
H -2.862 -0.241 2.094 -0.0961
O -1.358 3.159 0.745 -0.4726
H -0.881 3.740 1.370 -0.1385
N -1.108 -2.224 0.719 0.0099
C -0.569 -2.833 1.821 -0.1377
C 0.043 -3.947 1.264 -0.1676
C -0.026 -3.971 -0.184 -0.1206
C -0.805 -2.851 -0.443 -0.1622
H -1.632 -1.361 0.764 0.0498
H -0.797 -2.560 2.840 0.0968
H 0.585 -4.667 1.859 0.0587
H 0.342 -4.738 -0.850 0.0628
H -1.102 -2.455 -1.403 0.0780
N 1.895 0.563 0.220 0.0081
C 2.001 1.518 -0.785 -0.1218
C 1.837 0.812 -2.003 -0.1518
C 1.599 -0.516 -1.738 -0.1455
C 1.717 -0.694 -0.347 -0.1090
H 2.082 0.835 1.175 0.0676
H 2.176 2.566 -0.593 0.0994
H 1.850 1.302 -2.965 0.0630
H 1.539 -1.354 -2.417 0.0645
H 1.536 -1.597 0.217 0.0872
N 0.622 2.040 2.812 0.0508
C 0.648 0.718 3.259 -0.1256
C 1.930 0.414 3.541 -0.1431
C 2.785 1.512 3.165 -0.1300
C 1.920 2.456 2.710 -0.1924
H -0.152 2.587 2.463 0.0893
H -0.272 0.152 3.267 0.0973
H 2.233 -0.550 3.923 0.0857
H 3.861 1.477 3.243 0.0849
H 2.049 3.495 2.447 0.1114
N -1.590 0.089 -4.298 -0.0285
C -1.993 -0.589 -3.149 -0.2437
C -2.496 0.383 -2.215 -0.1084
C -2.424 1.638 -2.904 -0.1276
C -1.752 1.425 -4.110 -0.3380
H -1.230 -0.320 -5.149 -0.0843
H -1.946 -1.667 -3.189 0.0288
H -2.938 0.227 -1.242 0.0667
H -2.794 2.572 -2.505 0.0791
H -1.505 2.120 -4.899 0.0201
```

The LUMO energy (alpha / beta) comes out at 4.9 / 4.9 eV. The spin multiplicity is 2. The net charge is -2. The gap between HOMO and LUMO (alpha / beta) is 1.82 / 6.84 eV.

---

No. 3
ORCA calculation (ωB97M-V/def2-TZVPD) on a structure of composition C16H22F12NiO10 in a non-equilibrium geometry.

```
61
Properties=species:S:1:pos:R:3:lowdin_charge:R:1
Ni -4.164 -16.768 -16.489 0.6630
O -2.546 -17.663 -15.893 -0.3660
H -1.775 -17.864 -15.392 -0.0619
O -5.654 -15.649 -16.923 -0.3634
H -6.402 -15.490 -17.479 -0.0525
C -7.962 -14.407 -13.397 -0.0493
C -6.926 -15.263 -14.125 -0.1744
O -6.545 -16.281 -13.179 0.0574
C -5.655 -17.158 -13.575 -0.3623
O -5.089 -17.124 -14.623 0.1158
C -5.240 -18.151 -12.465 -0.5401
F -3.924 -18.289 -12.444 0.1855
F -5.646 -17.701 -11.275 0.1717
F -5.804 -19.342 -12.687 0.1737
H -8.909 -14.935 -13.289 0.0770
H -8.127 -13.481 -13.949 0.0806
H -7.641 -14.102 -12.401 0.0786
H -6.033 -14.706 -14.395 0.1016
H -7.369 -15.708 -15.013 0.1240
C -0.640 -15.221 -12.547 -0.0618
C -1.801 -15.477 -13.448 -0.1922
O -2.488 -14.238 -13.685 0.0594
C -3.078 -14.049 -14.841 -0.3672
O -3.196 -14.904 -15.660 0.1306
C -3.616 -12.616 -15.017 -0.5662
F -4.944 -12.638 -15.028 0.1784
F -3.289 -11.827 -13.999 0.1753
F -3.133 -12.140 -16.144 0.2035
H -0.174 -16.141 -12.180 0.0838
H -0.898 -14.747 -11.597 0.0830
H 0.175 -14.670 -13.018 0.0827
H -2.515 -16.176 -13.010 0.1203
H -1.528 -15.955 -14.389 0.1077
C -0.256 -18.635 -20.602 -0.0535
C -1.385 -18.159 -19.710 -0.2145
O -2.363 -17.466 -20.437 0.0768
C -3.302 -16.826 -19.783 -0.3503
O -3.405 -16.771 -18.594 0.1439
C -4.305 -16.090 -20.685 -0.5444
F -3.881 -16.078 -21.956 0.1633
F -5.496 -16.663 -20.582 0.1919
F -4.403 -14.817 -20.304 0.1821
H 0.263 -19.481 -20.150 0.0803
H 0.509 -17.871 -20.742 0.0782
H -0.641 -18.973 -21.566 0.0840
H -0.887 -17.536 -18.959 0.1396
H -1.776 -18.999 -19.134 0.0902
C -3.155 -21.162 -18.576 -0.0463
C -3.058 -20.615 -17.168 -0.1908
O -4.303 -20.765 -16.486 0.0762
C -5.203 -19.833 -16.560 -0.3822
O -5.030 -18.731 -16.975 0.1281
C -6.605 -20.213 -16.099 -0.5353
F -7.358 -20.472 -17.184 0.1695
F -6.613 -21.275 -15.303 0.1848
F -7.184 -19.182 -15.480 0.1775
H -3.273 -22.244 -18.578 0.0837
H -2.248 -20.864 -19.106 0.0633
H -3.960 -20.672 -19.127 0.0907
H -2.821 -19.545 -17.182 0.0815
H -2.275 -21.096 -16.586 0.1352
```

The LUMO energy (alpha / beta) comes out at 0.6 / 0.6 eV. The spin multiplicity is 3. The gap between HOMO and LUMO (alpha / beta) is 8.75 / 8.56 eV.

---

No. 4
ORCA calculation (ωB97M-V/def2-TZVPD) on a cluster of 5 separate species, C16H22F4O20S4 in total in a non-equilibrium geometry.

```
66
Properties=species:S:1:pos:R:3:lowdin_charge:R:1
C 2.122 -1.965 0.088 -0.0525
C 2.869 -0.717 -0.485 -0.1707
O 4.111 -0.529 0.260 -0.0058
C 4.151 0.618 0.953 -0.1072
C 4.161 1.891 0.491 0.0722
C 4.104 2.409 -0.946 -0.3670
F 4.109 3.785 -0.874 0.0941
F 2.960 2.058 -1.598 0.1129
C 5.325 2.006 -1.841 -0.2413
F 4.919 2.161 -3.154 0.0571
F 6.341 2.894 -1.677 0.0911
C 4.269 2.815 1.729 -0.3885
O 4.738 3.860 1.844 0.2264
O 3.697 2.036 2.741 0.1247
C 4.252 0.765 2.521 -0.3423
O 4.666 0.035 3.308 0.2445
H 2.743 -2.882 0.020 0.0928
H 1.756 -1.782 1.119 0.0711
H 1.222 -2.141 -0.554 0.0560
H 3.160 -0.998 -1.523 0.1332
H 2.180 0.145 -0.451 0.1283
H 5.649 0.952 -1.744 0.1748
C -3.912 -2.376 -0.763 -0.1697
C -3.505 -3.363 0.309 -0.1554
O -2.155 -3.714 -0.011 -0.1894
S -1.421 -2.447 -0.684 0.6313
O -0.689 -1.769 0.319 -0.2770
O -0.841 -2.868 -1.914 -0.2193
O -2.747 -1.581 -1.000 -0.1800
H -4.172 -2.888 -1.693 0.1322
H -4.745 -1.749 -0.452 0.1171
H -4.139 -4.247 0.324 0.1388
H -3.508 -2.898 1.299 0.1380
C 1.634 -4.608 4.273 -0.1657
C 0.536 -5.518 3.759 -0.1696
O -0.623 -4.684 3.678 -0.1852
S -0.168 -3.177 3.312 0.6529
O -0.317 -2.982 1.907 -0.2574
O -0.735 -2.294 4.266 -0.2039
O 1.405 -3.350 3.632 -0.1879
H 1.554 -4.461 5.352 0.1343
H 2.627 -4.981 4.031 0.1365
H 0.354 -6.364 4.419 0.1356
H 0.761 -5.884 2.754 0.1338
C -7.113 -1.075 -4.064 -0.1651
C -7.432 -2.550 -4.206 -0.1680
O -7.524 -3.034 -2.863 -0.1932
S -8.097 -1.861 -1.915 0.6214
O -9.491 -2.060 -1.750 -0.2072
O -7.209 -1.700 -0.814 -0.2278
O -7.879 -0.636 -2.938 -0.1834
H -6.055 -0.918 -3.840 0.1324
H -7.382 -0.506 -4.952 0.1373
H -6.665 -3.091 -4.757 0.1364
H -8.401 -2.702 -4.688 0.1349
C 3.237 7.099 0.418 -0.1670
C 2.096 6.235 -0.077 -0.1781
O 0.960 7.105 -0.098 -0.1878
S 1.446 8.603 -0.444 0.6166
O 1.253 8.830 -1.832 -0.2205
O 0.939 9.479 0.550 -0.2191
O 3.022 8.379 -0.186 -0.1871
H 3.200 7.222 1.503 0.1358
H 4.209 6.701 0.134 0.1342
H 1.912 5.380 0.569 0.1320
H 2.276 5.888 -1.097 0.1295
```

Its SMILES is CCOC1=C(C(F)(F)C(F)F)C(=O)OC1=O.O=S1(=O)OCCO1.O=S1(=O)OCCO1.O=S1(=O)OCCO1.O=S1(=O)OCCO1. The LUMO energy comes out at -0.7 eV. The spin multiplicity is 1. The gap between HOMO and LUMO is 9.91 eV.

---

No. 5
ORCA calculation (ωB97M-V/def2-TZVPD) on the molecule C16H22N2OS in a non-equilibrium geometry.

```
42
Properties=species:S:1:pos:R:3:lowdin_charge:R:1
C 4.941 1.282 0.712 -0.1695
C 3.725 0.731 -0.007 -0.5114
H 3.962 0.452 -1.033 0.0617
H 3.304 -0.127 0.516 0.0770
S 2.419 2.015 -0.051 0.9857
C 0.917 1.091 -0.044 -0.5027
C 0.682 -0.102 -0.638 -0.1955
C 1.590 -0.730 -1.494 -0.2385
N 2.300 -1.263 -2.226 0.1866
C -0.635 -0.806 -0.380 -0.2028
C -1.716 0.236 -0.213 -0.0650
C -1.416 1.436 0.333 -0.1854
N -0.106 1.753 0.603 0.0687
H 0.111 2.662 0.987 0.1270
C -2.445 2.475 0.649 -0.1184
C -3.808 1.815 0.831 -0.1827
C -4.125 0.957 -0.386 -0.1065
C -3.070 -0.110 -0.625 -0.3606
O -3.344 -1.170 -1.152 0.0894
H -5.095 0.468 -0.288 0.1226
H -4.159 1.583 -1.284 0.1317
H -4.578 2.576 0.968 0.1133
H -3.789 1.185 1.723 0.1242
H -2.155 3.020 1.551 0.1219
H -2.490 3.195 -0.175 0.1328
H -0.893 -1.444 -1.230 0.1434
C -0.561 -1.676 0.889 -0.1238
H -0.351 -1.023 1.743 0.1260
H -1.545 -2.123 1.042 0.1292
C 0.491 -2.789 0.840 -0.4290
C 0.545 -3.490 2.197 -0.0812
H 1.313 -4.260 2.197 0.0746
H 0.770 -2.782 2.992 0.0735
H -0.411 -3.960 2.416 0.0808
C 0.191 -3.801 -0.263 -0.0639
H 0.867 -4.650 -0.185 0.0783
H 0.325 -3.360 -1.247 0.0648
H -0.831 -4.163 -0.178 0.0871
H 1.473 -2.343 0.643 0.1225
H 5.720 0.523 0.739 0.0771
H 5.326 2.158 0.196 0.0688
H 4.690 1.563 1.733 0.0683
```

Its SMILES is CCSC1=C(C#N)[C@@H](CC(C)C)C2=C(CCCC2=O)N1. The LUMO energy comes out at 0.3 eV. The spin multiplicity is 1. The gap between HOMO and LUMO is 8.61 eV.